Entry w
Formula: C5H14NO
Source: the Open Molecules 2025 dataset
Level of theory: wB97M-V/def2-TZVPD

The geometry in ORCA input format:
```
! wB97M-V def2-TZVPD RIJCOSX def2/J DEFGRID3
* xyz -1 1
C 0.26 -1.53 -0.77
O 0.51 -0.30 -0.26
C 0.22 -1.53 -2.31
C -0.89 -0.64 -2.83
H -0.72 -1.95 -0.42
H 1.02 -2.28 -0.44
H 0.11 -2.55 -2.71
H 1.18 -1.14 -2.65
H -0.88 -0.56 -3.92
H -0.79 0.35 -2.38
H -1.88 -1.00 -2.55
C -0.94 1.12 2.30
C 0.55 1.26 2.54
N 1.17 1.94 1.40
H -1.08 0.49 1.41
H -1.43 0.66 3.16
H -1.38 2.10 2.12
H 0.71 1.88 3.44
H 1.00 0.28 2.73
H 2.16 2.11 1.56
H 1.10 1.31 0.58
*
```

HOMO energy ... -2.73 eV
Frontier orbital gap ... 0.2590 Eh

***

Entry x
Formula: C5H14NO
Source: the Open Molecules 2025 dataset
Level of theory: wB97M-V/def2-TZVPD

The geometry in ORCA input format:
```
! wB97M-V def2-TZVPD RIJCOSX def2/J DEFGRID3
* xyz -1 1
C -0.84 -2.11 0.21
O -0.72 -0.91 -0.39
C 0.04 -2.23 1.47
C 1.53 -2.15 1.14
H -0.55 -2.96 -0.46
H -1.89 -2.34 0.53
H -0.16 -3.17 2.01
H -0.23 -1.42 2.14
H 2.14 -2.30 2.03
H 1.80 -1.17 0.74
H 1.80 -2.88 0.38
C -1.27 2.04 -0.73
C 0.18 1.99 -1.12
N 0.95 3.07 -0.49
H -1.78 3.00 -0.90
H -1.78 1.23 -1.26
H -1.36 1.78 0.33
H 0.53 1.01 -0.79
H 0.26 2.00 -2.22
H 1.94 2.99 -0.68
H 0.65 3.97 -0.86
*
```

HOMO energy ... -2.36 eV
Frontier orbital gap ... 0.2361 Eh

***

Which structure wins on stability? entry w wins.

***

Entry w
Formula: C4H9NO3
Source: the Open Molecules 2025 dataset
Level of theory: wB97M-V/def2-TZVPD

The geometry in ORCA input format:
```
! wB97M-V def2-TZVPD RIJCOSX def2/J DEFGRID3
* xyz -1 2
O 2.99 -0.28 -0.89
C 1.92 0.32 -1.25
C 0.68 -0.49 -1.31
C 0.69 0.34 -0.07
O -0.33 2.78 -0.61
N -2.04 -0.80 2.55
C -1.80 -1.47 1.50
O -1.72 -1.05 0.17
H 2.14 1.28 -1.71
H -0.16 -0.31 -1.96
H 0.05 1.26 -0.20
H 1.07 0.01 0.88
H -0.63 3.64 -0.30
H -2.83 -0.16 2.46
H -1.47 -2.51 1.58
H -1.42 -0.29 0.77
H 0.88 -1.55 -1.20
*
```

HOMO energy (alpha / beta) ... -3.29 / -3.27 eV
Frontier orbital gap (alpha / beta) ... 0.2496 / 0.2353 Eh

***

Entry x
Formula: C4H9NO3
Source: the Open Molecules 2025 dataset
Level of theory: wB97M-V/def2-TZVPD

The geometry in ORCA input format:
```
! wB97M-V def2-TZVPD RIJCOSX def2/J DEFGRID3
* xyz -1 2
C 0.10 1.76 0.09
N -0.76 -0.17 0.16
C -0.40 -0.58 -1.23
C 0.19 0.44 0.82
C 0.34 0.47 2.31
O -0.03 -2.27 1.52
O -0.46 2.70 0.60
H 0.53 1.86 -0.91
H -1.18 -0.29 -1.93
H 0.52 -0.18 -1.61
H -0.31 -1.66 -1.25
H 1.39 0.43 2.61
H -0.06 -0.48 2.63
H -0.20 1.34 2.64
H 0.42 -0.34 -4.65
H -0.49 -3.03 1.94
O 0.41 -0.01 -3.74
*
```

HOMO energy (alpha / beta) ... -2.76 / -2.71 eV
Frontier orbital gap (alpha / beta) ... 0.2206 / 0.1324 Eh

***

Which structure wins on stability? entry w wins.

***

Entry w
Formula: H8NaO4
Source: the Open Molecules 2025 dataset
Level of theory: wB97M-V/def2-TZVPD

The geometry in ORCA input format:
```
! wB97M-V def2-TZVPD RIJCOSX def2/J DEFGRID3
* xyz 1 1
Na -0.80 -0.43 0.11
O 1.41 -1.32 0.51
H 1.92 -1.40 1.31
H 1.87 -1.87 -0.13
O -0.82 0.20 2.59
H -0.04 0.21 3.15
H -1.53 0.45 3.17
O -0.79 1.96 -0.84
H -1.68 2.20 -0.57
H -0.76 2.17 -1.77
O 0.10 -0.77 -2.27
H 0.99 -1.10 -2.16
H 0.11 -0.30 -3.10
*
```

HOMO energy ... -15.74 eV
Frontier orbital gap ... 0.4494 Eh

***

Entry x
Formula: H8NaO4
Source: the Open Molecules 2025 dataset
Level of theory: wB97M-V/def2-TZVPD

The geometry in ORCA input format:
```
! wB97M-V def2-TZVPD RIJCOSX def2/J DEFGRID3
* xyz 1 1
Na 0.09 0.04 0.65
O 2.05 -0.91 -0.27
H 2.96 -0.62 -0.12
H 2.11 -1.71 -0.81
O 0.87 2.25 -0.52
H 1.56 2.70 -1.03
H 0.26 1.96 -1.21
O -1.95 1.12 0.23
H -1.97 1.86 -0.39
H -2.80 1.17 0.68
O -0.89 -2.27 0.86
H -0.45 -3.08 1.17
H -1.83 -2.51 0.77
*
```

HOMO energy ... -15.82 eV
Frontier orbital gap ... 0.4558 Eh

***

Which structure wins on stability? entry x wins.

***

Entry w
Formula: C14H15N3O2S2
Source: the Open Molecules 2025 dataset
Level of theory: wB97M-V/def2-TZVPD

The geometry in ORCA input format:
```
! wB97M-V def2-TZVPD RIJCOSX def2/J DEFGRID3
* xyz 0 1
C -0.93 1.31 -4.37
N -1.15 0.57 -3.29
C -1.48 -0.72 -3.42
S -1.66 -1.55 -4.66
N -1.66 -1.18 -1.97
N -1.62 -0.73 -0.73
C -2.80 -0.28 -0.15
O -3.73 -0.04 -0.99
C -2.53 0.51 0.99
C -1.57 0.58 1.84
C -1.67 1.13 2.95
C -2.99 1.63 3.08
S -4.13 1.29 1.80
H -3.62 2.01 3.84
H -1.11 1.53 3.83
O -0.30 -0.03 1.56
C 0.66 0.27 2.44
C 2.00 -0.35 1.75
C 2.95 -1.02 2.23
C 4.09 -1.68 1.78
C 4.34 -1.23 0.44
C 3.49 -0.75 -0.26
C 2.32 -0.14 0.25
H 1.58 0.35 -0.20
H 3.71 -0.21 -1.52
H 5.12 -1.72 -0.14
H 4.65 -2.08 2.46
H 2.85 -1.26 3.29
H 0.63 -0.33 3.39
H 0.87 1.29 2.54
H -0.70 -0.80 -0.34
H -2.06 -2.12 -2.09
H -1.08 0.99 -2.34
H -1.77 2.14 -4.36
H 0.03 1.98 -4.20
H -0.74 0.65 -5.39
*
```

HOMO energy ... -8.62 eV
Frontier orbital gap ... 0.2994 Eh

***

Entry x
Formula: C14H15N3O2S2
Source: the Open Molecules 2025 dataset
Level of theory: wB97M-V/def2-TZVPD

The geometry in ORCA input format:
```
! wB97M-V def2-TZVPD RIJCOSX def2/J DEFGRID3
* xyz 0 1
O -1.33 -0.16 -4.19
O -2.56 0.35 -2.19
S -1.34 -2.95 1.15
C -2.60 -3.91 0.52
C -2.80 -3.69 -0.83
C -1.06 -2.17 -0.40
C -0.03 -1.20 -0.69
C -1.97 -2.63 -1.33
C -0.05 -0.45 -1.83
C 2.92 1.88 1.42
C 0.55 1.61 1.42
C 2.77 3.09 2.16
C 0.42 2.78 2.20
C 1.79 1.13 1.03
C 1.54 3.51 2.62
N 0.96 -1.09 0.19
N 1.93 -0.01 0.20
N -2.04 -2.17 -2.65
C 1.37 4.81 3.39
C -1.43 -3.04 -3.70
S -1.56 -0.53 -2.78
H -3.11 -4.70 1.06
H -3.54 -4.18 -1.45
H 0.69 0.27 -2.17
H 3.90 1.60 1.05
H -0.36 1.15 1.05
H 3.64 3.66 2.46
H -0.58 3.09 2.52
H 0.79 -1.57 1.06
H 2.86 -0.27 -0.08
H 2.30 5.41 3.48
H 1.00 4.57 4.41
H 0.68 5.49 2.88
H -1.98 -2.95 -4.64
H -1.34 -4.07 -3.39
H -0.45 -2.67 -3.95
*
```

HOMO energy ... -8.37 eV
Frontier orbital gap ... 0.3093 Eh

***

Which structure wins on stability? entry x wins.

***

Entry w
Formula: C4H4ClN
Source: the Open Molecules 2025 dataset
Level of theory: wB97M-V/def2-TZVPD

The geometry in ORCA input format:
```
! wB97M-V def2-TZVPD RIJCOSX def2/J DEFGRID3
* xyz 0 1
C 0.09 0.97 -0.29
C 0.12 -1.00 0.85
C 0.37 0.44 0.95
C -0.46 -0.15 -1.08
N -0.53 -1.31 -0.22
Cl 1.12 1.16 2.27
H 0.14 2.01 -0.42
H 0.33 -1.70 1.53
H -1.49 -0.01 -1.60
H 0.31 -0.41 -1.99
*
```

HOMO energy ... -9.35 eV
Frontier orbital gap ... 0.3598 Eh

***

Entry x
Formula: C4H4ClN
Source: the Open Molecules 2025 dataset
Level of theory: wB97M-V/def2-TZVPD

The geometry in ORCA input format:
```
! wB97M-V def2-TZVPD RIJCOSX def2/J DEFGRID3
* xyz 0 1
C -0.99 -0.89 0.15
C 0.11 0.32 -0.08
C 1.37 -0.06 -0.28
C -0.39 1.66 -0.08
H -1.63 -0.71 1.10
H -1.62 -0.99 -0.75
H -0.19 -1.76 0.45
H 1.48 -1.20 -0.63
N -1.01 2.70 0.02
Cl 2.87 0.91 0.10
*
```

HOMO energy ... -10.00 eV
Frontier orbital gap ... 0.3598 Eh

***

Which structure wins on stability? entry w wins.